ORCA calculation (the ωB97M-V functional and the def2-TZVPD basis) on 3 unconnected molecules or ions with the total composition C20H42FN2O14P2.

```
! RIJCOSX wB97M-V def2-TZVPD def2/J DEFGRID3
* xyz -1 1
C 0.813 -0.481 -2.322
O 0.412 0.820 -2.683
C -0.855 0.861 -3.307
C -1.207 2.295 -3.649
C -0.942 3.282 -2.516
C -1.634 2.908 -1.203
C -1.148 3.784 -0.038
N -1.106 3.164 1.272
C -0.105 2.143 1.430
C 0.831 2.403 2.618
O 1.012 3.505 3.042
N 1.574 1.290 3.159
C 0.732 0.100 3.330
C 2.765 1.002 2.347
C -2.360 2.898 1.928
F -2.043 2.712 3.282
C -3.135 1.599 1.490
C -3.118 0.462 2.475
O -3.777 0.369 3.462
O -2.239 -0.571 2.163
C -3.346 4.106 1.757
O -3.406 4.907 2.686
O -3.949 4.068 0.664
H 1.423 -0.924 -3.112
H 1.384 -0.440 -1.396
H -0.045 -1.139 -2.154
H -1.609 0.453 -2.619
H -0.870 0.224 -4.197
H -0.630 2.593 -4.531
H -2.254 2.312 -3.958
H 0.133 3.350 -2.354
H -1.302 4.263 -2.834
H -2.712 2.986 -1.320
H -1.339 1.881 -0.981
H -0.123 4.087 -0.272
H -1.730 4.700 -0.002
H -0.516 1.135 1.475
H 0.556 2.155 0.558
H 1.271 -0.632 3.927
H -0.206 0.368 3.805
H 0.495 -0.374 2.376
H 2.843 -0.065 2.148
H 3.666 1.307 2.882
H 2.760 1.544 1.400
H -2.766 1.223 0.540
H -4.177 1.885 1.387
H -2.439 -0.892 1.276
C 1.919 1.854 -7.119
O 2.202 0.604 -7.780
P 2.395 -0.668 -6.864
O 1.561 -0.736 -5.670
O 3.948 -0.730 -6.513
C 4.928 -0.066 -7.314
O 2.176 -1.799 -7.948
C 2.219 -3.162 -7.502
H 2.371 2.642 -7.717
H 0.843 1.999 -7.067
H 2.331 1.877 -6.110
H 4.993 0.984 -7.028
H 4.699 -0.142 -8.376
H 5.883 -0.548 -7.116
H 2.063 -3.232 -6.426
H 3.184 -3.595 -7.764
H 1.426 -3.701 -8.013
C -1.984 -1.912 6.178
O -1.145 -2.876 6.865
P -0.458 -3.989 5.990
O -0.022 -3.594 4.657
O -1.480 -5.216 5.953
C -2.509 -5.360 6.933
O 0.685 -4.456 6.985
C 1.597 -5.456 6.520
H -2.779 -1.635 6.864
H -1.394 -1.037 5.924
H -2.412 -2.328 5.267
H -3.366 -4.742 6.665
H -2.159 -5.085 7.927
H -2.808 -6.405 6.933
H 1.594 -5.521 5.433
H 1.324 -6.420 6.949
H 2.593 -5.176 6.856
*
```

The gap between HOMO and LUMO comes out at 6.53 eV. The energy above the lowest of the compared OMol25 structures with the same formula, charge and spin is 16.7 kJ/mol. The calculation puts the molecular weight at 615.5 g mol⁻¹. For the LUMO energy, the calculation gives 1.9 eV. The total energy is -74366.8847 eV. For the HOMO energy, the calculation gives -4.681 eV.



ORCA calculation (the ωB97M-V functional and the def2-TZVPD basis) on a molecular structure, C12H16GdN2O5 in a non-equilibrium geometry.

```
! RIJCOSX wB97M-V def2-TZVPD def2/J DEFGRID3
* xyz 3 8
Gd -1.308 -0.070 -1.099
C -2.881 -1.338 0.190
O -3.661 -1.921 0.818
C -3.343 0.069 -2.497
O -4.292 0.167 -3.146
C -1.643 -1.838 -2.797
O -1.811 -2.612 -3.638
C -3.137 1.307 -0.228
O -4.046 1.915 0.148
C 0.257 3.632 -4.074
H 0.300 4.400 -3.293
H 1.172 3.075 -4.307
C -0.892 3.363 -4.712
H -0.940 2.575 -5.469
H -1.808 3.909 -4.470
C 2.075 -2.284 -0.212
N 1.852 -1.535 1.016
C 2.094 -2.210 2.280
C 2.182 -1.169 3.372
C 0.929 -0.321 3.365
N 0.827 0.298 2.052
C -0.017 1.492 1.915
C 1.112 -0.429 0.958
O 0.612 -0.079 -0.193
H 1.137 -2.669 -0.635
H 2.730 -3.121 0.030
H 2.568 -1.654 -0.962
H 1.262 -2.910 2.502
H 3.017 -2.785 2.167
H 3.065 -0.532 3.221
H 2.288 -1.660 4.343
H 0.963 0.485 4.105
H 0.040 -0.961 3.563
H -1.067 1.234 1.675
H -0.013 2.017 2.881
H 0.377 2.159 1.131
*
```

The gap between HOMO and LUMO (alpha / beta) comes out at 5.67 / 3.24 eV. The energy above the lowest of the compared OMol25 structures with the same formula, charge and spin is 0.0 kJ/mol. The calculation puts the molecular weight at 425.5 g mol⁻¹. For the LUMO energy (alpha / beta), the calculation gives -12.8 / -14.8 eV. The total energy is -46723.4865 eV. For the HOMO energy (alpha / beta), the calculation gives -18.436 / -18.050 eV.



ORCA calculation (the ωB97M-V functional and the def2-TZVPD basis) on 2 unconnected molecules or ions with the total composition C14H24ClFO6S2 in a non-equilibrium geometry.

```
! RIJCOSX wB97M-V def2-TZVPD def2/J DEFGRID3
* xyz 0 1
C -4.033 -0.974 0.846
C -2.893 -1.036 1.830
O -2.840 -1.907 2.585
O -1.946 -0.063 1.823
C -0.921 -0.303 0.851
C -0.729 0.933 -0.086
Cl -2.353 1.670 -0.358
C 0.233 1.925 0.626
C -0.406 3.188 1.141
F -1.247 2.948 2.183
O -0.096 0.535 -1.278
C -0.896 -0.082 -2.217
O -1.137 -1.202 -2.135
C -1.410 0.687 -3.432
C -0.890 2.121 -3.532
C -1.814 3.130 -4.241
S -3.565 3.174 -3.729
H -4.477 0.019 0.861
H -4.782 -1.691 1.127
H -3.643 -1.145 -0.155
H 0.007 -0.518 1.358
H -1.193 -1.191 0.284
H 0.758 1.433 1.428
H 0.971 2.201 -0.125
H 0.399 3.800 1.546
H -0.872 3.780 0.361
H -1.104 0.110 -4.293
H -2.489 0.611 -3.380
H -0.603 2.537 -2.578
H 0.017 2.086 -4.132
H -1.771 3.030 -5.318
H -1.427 4.118 -4.025
H -3.730 2.162 -2.864
O 2.388 -0.334 1.071
S 3.321 -0.930 1.999
O 4.097 -0.124 2.904
C 2.469 -2.205 2.920
C 2.645 -3.462 2.073
C 4.105 -3.446 1.600
C 4.408 -2.032 1.089
H 1.429 -1.921 3.064
H 2.968 -2.303 3.884
H 2.413 -4.360 2.642
H 1.977 -3.426 1.210
H 4.762 -3.683 2.440
H 4.286 -4.189 0.825
H 5.439 -1.741 1.272
H 4.176 -1.928 0.031
*
```

The gap between HOMO and LUMO comes out at 9.63 eV. The calculation puts the molecular weight at 406.9 g mol⁻¹. As for the structure (SMILES): CC(=O)OC[C@@](Cl)(CCF)OC(=O)CCCS.O=S1(=O)CCCC1. For the LUMO energy, the calculation gives 0.6 eV. The total energy is -64101.3729 eV. For the HOMO energy, the calculation gives -9.077 eV.



ORCA calculation (the ωB97M-V functional and the def2-TZVPD basis) on 2 unconnected molecules or ions with the total composition C27H18BF9 in a non-equilibrium geometry.

```
! RIJCOSX wB97M-V def2-TZVPD def2/J DEFGRID3
* xyz 0 1
F -1.306 7.092 13.674
C -1.639 6.592 12.464
C -2.927 6.727 11.987
C -3.266 6.270 10.730
F -4.553 6.316 10.329
C -2.292 5.685 9.939
B -2.463 5.271 8.424
C -3.937 5.423 7.878
C -4.692 4.268 7.821
F -4.151 3.098 8.211
C -5.988 4.323 7.351
C -6.539 5.524 6.952
F -7.808 5.571 6.489
C -5.778 6.674 7.016
C -4.473 6.630 7.467
F -3.716 7.745 7.457
C -1.416 5.963 7.458
C -1.223 5.248 6.291
F -1.851 4.068 6.121
C -0.398 5.754 5.308
C 0.223 6.973 5.483
F 1.020 7.471 4.513
C 0.029 7.679 6.653
C -0.784 7.179 7.651
F -0.926 7.856 8.810
H -2.208 4.098 8.382
C -1.013 5.491 10.433
F -0.113 4.798 9.705
C -0.688 5.957 11.690
H -3.677 7.184 12.607
H -6.572 3.422 7.282
H -6.206 7.608 6.698
H -0.228 5.191 4.408
H 0.530 8.619 6.794
H 0.309 5.826 12.072
C -2.505 -0.087 7.206
C -1.643 0.452 8.291
C -2.321 0.999 9.502
C -0.255 0.377 8.185
C 0.615 0.963 9.152
C 1.974 0.959 8.974
C 2.538 0.344 7.863
C 1.727 -0.291 6.934
C 0.366 -0.280 7.081
H -2.153 0.250 6.232
H -2.516 -1.179 7.208
H -3.534 0.261 7.298
H -1.772 1.829 9.944
H -3.317 1.376 9.264
H -2.442 0.232 10.269
H 0.200 1.432 10.025
H 2.614 1.430 9.703
H 3.607 0.361 7.721
H 2.171 -0.806 6.097
H -0.245 -0.803 6.367
*
```

The gap between HOMO and LUMO comes out at 3.70 eV. The calculation puts the molecular weight at 524.2 g mol⁻¹. For the LUMO energy, the calculation gives -3.6 eV. The total energy is -53421.5687 eV. For the HOMO energy, the calculation gives -7.302 eV.



ORCA calculation (the ωB97M-V functional and the def2-TZVPD basis) on a molecular structure, C30H57AuBO2P2 in a non-equilibrium geometry.

```
! RIJCOSX wB97M-V def2-TZVPD def2/J DEFGRID3
* xyz 1 3
Au 0.189 0.761 -0.710
C 0.089 -3.350 -2.280
C 1.341 -3.084 -2.900
C 1.657 -3.050 -0.626
C 0.289 -3.339 -0.866
C 2.307 -2.905 -1.882
C -1.176 -3.619 -2.980
H -1.242 -3.039 -3.915
H -2.041 -3.360 -2.353
H -1.269 -4.686 -3.251
C -0.717 -3.558 0.187
H -1.683 -3.862 -0.228
H -0.862 -2.646 0.782
H -0.387 -4.337 0.891
C 2.254 -2.914 0.716
H 2.063 -3.812 1.318
H 1.822 -2.063 1.260
H 3.338 -2.768 0.652
C 3.740 -2.595 -2.096
H 4.136 -3.178 -2.937
H 4.325 -2.836 -1.202
H 3.904 -1.531 -2.325
C 1.575 -3.023 -4.363
H 1.513 -4.018 -4.825
H 2.570 -2.615 -4.578
H 0.828 -2.396 -4.867
C -1.166 2.150 -1.610
C -1.266 0.933 -2.351
C -0.490 0.679 -3.613
C 1.042 0.431 -3.562
C 1.660 0.626 -2.227
C 1.585 1.928 -1.640
C 1.049 3.094 -2.403
C -0.425 3.357 -2.085
H -0.592 1.498 -4.329
H 1.526 1.065 -4.330
H -0.941 -0.185 -4.129
H -0.870 3.852 -2.943
H -2.059 2.372 -1.028
H -2.306 0.562 -2.317
H -0.480 4.129 -1.311
H 1.634 4.000 -2.177
H 2.276 2.155 -0.849
H 1.169 2.936 -3.484
H 1.259 -0.595 -3.888
H 2.520 -0.007 -1.994
P -4.733 0.107 -1.389
C -4.557 -1.277 -0.177
H -5.246 -1.141 0.673
H -3.519 -1.282 0.204
H -4.732 -2.224 -0.717
C -4.982 1.518 -0.225
H -5.804 1.301 0.473
H -5.186 2.413 -0.840
H -4.054 1.690 0.353
C -6.115 -0.086 -2.520
H -5.880 0.619 -3.352
H -7.077 0.157 -2.049
H -6.066 -1.127 -2.904
P 3.641 2.906 2.203
C 5.305 2.206 1.824
H 6.166 2.764 2.211
H 5.359 2.171 0.721
H 5.341 1.160 2.170
C 3.978 4.711 2.094
H 3.794 4.981 1.036
H 4.992 5.012 2.375
H 3.230 5.272 2.676
C 3.453 2.568 4.007
H 4.241 3.019 4.616
H 3.453 1.476 4.160
H 2.459 2.922 4.325
C 0.497 -1.110 4.006
C -0.720 -0.661 3.185
C -1.886 -1.597 3.475
O -0.384 -0.828 1.803
B -0.058 0.423 1.324
O -0.119 1.413 2.298
C -0.991 0.873 3.285
C -2.425 1.263 2.914
C -0.687 1.472 4.647
H 0.994 -1.962 3.530
H 0.215 -1.416 5.019
H 1.250 -0.327 4.076
H -1.596 -2.642 3.241
H -2.187 -1.549 4.537
H -2.771 -1.355 2.864
H -3.150 0.829 3.614
H -2.548 2.358 2.950
H -2.700 0.945 1.900
H 0.390 1.553 4.853
H -1.135 2.472 4.738
H -1.137 0.853 5.443
*
```

The gap between HOMO and LUMO (alpha / beta) comes out at 6.95 / 4.06 eV. The calculation puts the molecular weight at 719.5 g mol⁻¹. For the LUMO energy (alpha / beta), the calculation gives -2.6 / -5.4 eV. The total energy is -59067.1789 eV. For the HOMO energy (alpha / beta), the calculation gives -9.510 / -9.487 eV.



ORCA calculation (the ωB97M-V functional and the def2-TZVPD basis) on a single C4H7F3OS molecule in a non-equilibrium geometry.

```
! RIJCOSX wB97M-V def2-TZVPD def2/J DEFGRID3
* xyz 0 1
C 1.983 -1.369 -0.343
O 0.546 -0.884 -0.027
C 0.293 0.385 0.675
C 0.397 1.602 -0.190
S -1.479 0.428 1.478
C -2.429 -0.219 0.170
F -1.879 -1.248 -0.416
F -2.721 0.571 -0.834
F -3.611 -0.648 0.681
H 2.242 -0.947 -1.322
H 2.739 -1.192 0.476
H 1.646 -2.409 -0.444
H 0.977 0.233 1.455
H 0.403 1.193 -1.254
H 1.307 2.178 -0.020
H -0.414 2.326 -0.086
*
```

The gap between HOMO and LUMO comes out at 10.48 eV. The energy above the lowest of the compared OMol25 structures with the same formula, charge and spin is 0.0 kJ/mol. The calculation puts the molecular weight at 160.2 g mol⁻¹. As for the structure (SMILES): CO[C@@H](C)SC(F)(F)F. For the LUMO energy, the calculation gives 0.7 eV. The total energy is -25294.9405 eV. For the HOMO energy, the calculation gives -9.794 eV.